Record 1
63
Properties=species:S:1:pos:R:3:forces:R:3:nbo_charge:R:1 method="wB97M-V/def2-TZVPD" largest_force_ev_per_a=4.0 total_energy_ha=-1387.64941 e_lumo_ev="-7.8 / -9.3" gap_ev="7.21 / 4.81" relative_energy_ev=0.064 charge=+2
Sn 13.960592 4.268409 12.059324 0.06 -0.51 -0.20 1.6730
C 16.862039 3.760062 13.071966 0.77 0.41 0.35 -0.2490
C 16.569148 2.680973 11.997960 0.26 -0.12 0.15 -0.2572
N 15.599642 3.081537 10.995092 -1.89 0.44 -1.43 -0.7004
C 16.046328 3.698614 9.687262 -0.28 0.88 0.08 -0.2407
C 15.204997 4.938830 9.297763 0.43 -0.28 0.34 -0.2552
N 14.877112 5.874829 10.429884 0.90 -1.05 -1.19 -0.6220
C 16.033191 6.666753 10.900587 -0.58 1.67 1.52 -0.2562
C 16.951668 5.941851 11.945483 0.71 0.62 -1.12 -0.2478
N 16.216617 5.057958 12.819778 -1.48 -0.43 0.44 -0.6625
H 16.457242 3.383296 14.030109 0.64 0.27 -0.40 0.2492
H 17.951535 3.967674 13.087429 -0.53 -0.53 0.52 0.2240
H 17.467904 2.329016 11.484733 0.00 -0.03 0.34 0.2313
H 16.080441 1.878387 12.543377 0.33 -0.38 -0.13 0.2454
H 14.996024 2.290115 10.738493 0.36 0.01 -0.23 0.4582
H 17.052272 4.066926 9.760293 0.69 -0.27 0.48 0.2091
H 16.031658 3.014488 8.816786 -0.23 0.00 0.83 0.2650
H 15.717082 5.464888 8.484765 0.11 0.05 0.22 0.2300
H 14.288984 4.587932 8.882464 -0.97 -0.21 -0.15 0.2344
H 14.126538 6.440010 10.044466 0.11 0.41 0.48 0.4234
H 16.706119 6.973396 10.110765 -0.09 -0.01 -0.60 0.2292
H 15.613086 7.655512 11.323269 0.63 -1.63 -0.40 0.2365
H 17.687221 5.302462 11.398709 -0.57 0.54 0.31 0.2064
H 17.593103 6.722570 12.465335 -0.96 -0.91 -0.36 0.2514
H 15.922996 5.507047 13.683351 0.41 -0.06 0.04 0.4183
C 7.611567 -1.171494 9.208383 0.09 0.18 1.87 -0.6765
C 8.923285 -0.501662 9.417697 0.32 1.30 -2.27 0.2241
C 9.641697 0.015673 8.293064 -0.29 -0.75 0.70 -0.2752
C 10.773451 0.786589 8.452989 -0.25 -0.35 -2.54 0.2016
C 11.385293 1.357619 7.182817 -0.75 -0.96 -0.16 -0.6752
C 11.272155 1.086062 9.735468 1.24 1.14 2.06 0.0424
C 10.674888 0.557650 10.890875 -1.33 -1.70 -0.30 0.0221
C 11.156687 0.641048 12.335641 -1.30 -0.04 -0.39 -0.6484
C 9.509271 -0.228879 10.655493 1.24 1.57 2.58 -0.1179
C 12.418505 2.095877 9.957112 2.61 0.35 -2.72 0.7486
O 13.478222 2.031271 9.201592 -2.97 -0.35 2.49 -0.7066
O 12.204935 2.993881 10.820610 0.59 0.06 0.48 -0.7217
H 6.719499 -0.495889 9.159590 0.89 -0.12 0.15 0.2926
H 7.454625 -1.849760 10.072120 -0.22 0.15 -0.68 0.2535
H 7.656100 -1.680319 8.281276 -0.17 -0.76 -0.89 0.2550
H 9.258895 -0.276528 7.316888 0.23 0.45 0.01 0.2404
H 10.491402 1.475852 6.547281 0.72 0.72 -0.10 0.2414
H 12.008971 0.644883 6.615911 -0.16 -0.13 0.57 0.2671
H 12.027461 2.214003 7.333121 -0.36 0.35 0.01 0.2528
H 10.209596 0.467815 12.906187 1.12 0.42 0.13 0.2335
H 11.697721 1.542825 12.635054 -0.48 -0.16 -0.21 0.2581
H 11.801128 -0.206433 12.522411 0.23 -0.33 0.07 0.2417
H 8.966566 -0.461049 11.565483 -0.11 -0.45 -0.12 0.2274
C 12.159726 1.346503 16.498095 -2.27 -1.73 -2.54 -0.5955
C 13.517056 1.890094 16.178107 1.03 0.42 1.71 -0.1896
C 13.781571 3.139372 17.067017 0.43 1.56 -1.17 -0.5848
C 14.641235 0.885212 16.435944 0.21 -0.51 0.14 -0.5828
C 13.587256 2.349393 14.805052 0.75 2.36 -3.20 0.1520
C 13.785144 2.943020 13.721622 -0.36 -1.39 2.11 -0.6755
H 11.891027 1.134406 17.514987 0.50 -0.03 0.63 0.2445
H 11.908040 0.396399 15.871104 0.74 1.28 1.16 0.2112
H 11.392776 2.033201 16.108267 0.20 0.12 0.34 0.2192
H 13.770956 3.018653 18.141978 0.59 -0.81 0.16 0.2431
H 12.977897 3.856055 16.957753 -0.44 0.19 -0.45 0.2167
H 14.688076 3.704940 16.684777 -0.74 -0.87 0.82 0.2039
H 14.594555 0.509282 17.469468 -0.12 0.09 -0.37 0.2372
H 15.649420 1.291586 16.294656 -0.28 0.20 -0.04 0.2134
H 14.527306 0.058739 15.741523 0.06 -0.35 0.06 0.2125

Record 2
63
Properties=species:S:1:pos:R:3:forces:R:3:nbo_charge:R:1 method="wB97M-V/def2-TZVPD" largest_force_ev_per_a=18.7 total_energy_ha=-1248.53916 e_lumo_ev=0.5 gap_ev=8.55 relative_energy_ev=22.115 charge=0
C 3.256371 2.246893 -1.874852 -2.48 1.61 -4.80 -0.6213
C 3.719141 0.918001 -1.777482 3.39 -5.15 2.13 -0.3769
C 3.114145 -0.065642 -2.868951 15.01 2.33 -2.66 -0.3397
C 3.854484 -1.442536 -2.916335 5.60 8.25 1.52 -0.1979
N 3.467272 -2.088106 -1.914322 -3.98 -6.33 17.02 -0.5945
C 2.818968 -3.332831 -1.825591 1.36 4.82 4.30 0.6881
O 2.664614 -3.872826 -2.812010 -1.40 -4.93 -7.86 -0.6122
C 2.180265 -3.971063 -0.582846 1.93 6.88 0.81 -0.3530
C 1.955826 -2.974524 0.535756 -0.60 1.97 2.18 -0.3736
C 0.868623 -1.906024 0.226468 -0.39 -8.07 -3.54 -0.4042
C -0.491201 -2.920164 0.005996 3.00 7.12 -7.02 -0.2193
C -0.229051 -3.948641 -1.198615 10.52 12.80 1.20 -0.3371
C 0.986531 -4.587561 -0.847783 -3.63 -9.75 1.33 -0.3643
H 1.077935 -5.519336 -1.445055 0.56 0.78 -0.72 0.2369
H 0.649678 -5.284902 0.084474 1.07 1.69 -0.99 0.1849
H -0.969562 -4.423776 -1.172885 -10.83 -7.48 -1.34 0.1835
H 0.158694 -3.197836 -2.037029 -2.17 -1.62 0.80 0.2073
C -1.424321 -1.764384 -0.512230 -4.97 -1.10 -1.21 -0.2155
N -2.025188 -0.748599 0.422433 5.53 3.87 -5.94 -0.5763
C -1.200905 0.400981 0.455202 -0.61 -0.37 -3.18 0.0880
C -1.249889 1.595010 1.054087 -1.15 1.01 5.87 -0.0054
N -1.699014 1.864230 2.405830 -0.57 3.19 -1.89 -0.4376
C -3.024584 1.317014 2.924051 0.17 1.02 -2.00 -0.2294
H -2.968946 0.292499 2.632305 -0.36 -0.91 -0.50 0.1762
C -4.461167 2.088962 2.283533 7.53 2.37 11.34 -0.3708
H -5.193830 1.785279 2.913874 -2.72 -0.88 0.86 0.2073
C -4.012651 3.811513 2.835489 -6.87 -7.33 3.87 -0.0973
C -5.453398 4.381156 2.489409 12.99 7.48 -5.22 -0.5618
H -5.099122 5.478668 2.836305 -2.08 -1.43 -0.99 0.1820
H -6.196910 4.109001 2.929308 -8.32 -3.64 5.26 0.1761
H -5.502907 4.406624 1.362434 -0.38 -0.03 1.21 0.2006
C -2.848533 4.257238 2.194374 3.73 1.90 0.97 -0.5385
H -2.702400 5.256532 2.729117 0.19 -0.35 -1.54 0.2276
C -1.539062 3.479159 2.657842 -4.58 -4.69 3.90 -0.1847
H -0.640084 3.811296 2.242831 1.30 0.51 -0.16 0.2192
H -1.624001 3.265325 3.926961 0.71 1.85 -3.52 0.2073
H -2.987970 4.308849 1.101593 0.37 0.27 0.35 0.2309
H -3.919983 3.650652 4.214141 -0.07 0.72 -4.35 0.1915
H -4.345485 2.125201 1.369040 0.11 -0.19 -9.07 0.1709
H -2.850398 1.228909 4.004946 -0.87 0.82 -0.05 0.2043
C -0.166397 2.364067 0.417690 -10.06 -15.21 -4.11 0.5484
O 0.576003 3.127078 0.485269 10.52 12.61 1.84 -0.4745
C -0.248628 1.028973 -0.665363 0.02 1.10 0.43 0.4402
O 0.202065 0.800530 -1.761653 -0.74 -0.54 1.14 -0.5762
H -2.265966 -1.164049 1.184474 -2.00 -2.57 6.34 0.3600
H -2.497323 -2.197408 -0.728401 2.03 -0.19 -0.69 0.1788
H -1.149900 -1.157126 -1.424338 0.21 -1.24 0.95 0.2289
H -0.742375 -3.007980 0.933115 -1.83 -2.45 5.58 0.1875
H 1.031677 -1.467670 -0.716774 0.35 1.13 -0.79 0.2150
H 0.788524 -1.373610 1.035029 -0.87 3.63 4.09 0.1942
H 2.822427 -2.390159 0.879008 0.47 -0.53 -0.35 0.1943
H 1.617887 -3.485994 1.512024 0.47 0.33 -1.48 0.2003
H 2.831989 -4.557273 -0.139411 3.39 -3.56 1.37 0.2371
H 3.703040 -1.717130 -0.765383 -0.81 -1.04 -4.89 0.3622
H 3.585793 -1.962052 -3.646752 -1.73 -3.98 -7.21 0.2117
H 5.010428 -1.498047 -2.692763 -1.31 1.50 -2.07 0.1685
H 2.206180 -0.128169 -2.947430 -9.89 -0.70 -0.34 0.1876
H 3.588031 0.286007 -3.901155 -1.54 0.34 1.62 0.1751
H 3.472622 0.356473 -0.800005 -0.18 1.36 -0.83 0.1790
H 4.975290 0.933974 -1.581755 -3.12 -0.51 -1.47 0.1852
H 3.550280 2.955971 -1.227571 1.45 2.15 2.63 0.2120
H 2.180592 2.220183 -1.833152 -0.64 0.25 -0.02 0.2247
H 3.471939 2.695419 -2.946355 -0.23 -0.89 1.87 0.1891

Record 3
66
Properties=species:S:1:pos:R:3:forces:R:3:nbo_charge:R:1 method="wB97M-V/def2-TZVPD" largest_force_ev_per_a=0.8 total_energy_ha=-1519.08260 e_lumo_ev="0.0 / 0.0" gap_ev="7.29 / 7.29" charge=0
Pt -0.514608 0.251978 -0.331400 0.75 0.01 -0.35 0.9439
O -0.321117 4.306936 0.387774 -0.25 0.32 0.16 -0.6851
C 0.217455 3.211973 -0.052388 0.01 -0.31 -0.14 0.8590
O -0.392260 2.407819 -0.767594 0.03 -0.06 0.35 -0.6774
C 1.614987 3.002333 0.465016 -0.09 -0.12 0.08 -0.3383
C 2.544171 2.159706 -0.420636 0.05 0.02 0.09 0.0779
C 3.975097 2.276461 0.133293 -0.04 -0.03 0.03 -0.4304
C 3.891269 1.346671 1.377196 -0.01 0.02 -0.04 -0.4171
C 2.418187 0.914076 1.321900 0.06 0.12 -0.05 0.0842
O 2.193006 0.819041 -0.091135 0.08 0.04 0.06 -0.5224
C 1.545629 2.105955 1.767526 0.12 -0.04 -0.24 -0.3444
C 0.120689 1.791976 2.226910 -0.14 0.00 -0.11 0.7898
O -0.344614 2.470503 3.133325 -0.05 -0.09 -0.06 -0.6574
O -0.547665 0.837972 1.652634 -0.10 0.16 0.06 -0.7943
H 2.030814 3.981874 0.690175 -0.01 0.00 0.03 0.2457
H 2.429998 2.320830 -1.489282 -0.01 0.00 -0.02 0.2158
H 4.245802 3.303656 0.379041 -0.01 -0.02 0.00 0.2095
H 4.690471 1.901163 -0.595418 0.02 -0.01 0.00 0.2213
H 4.145164 1.849332 2.310662 -0.01 -0.01 -0.03 0.2105
H 4.541611 0.480891 1.264869 0.00 0.01 0.00 0.2193
H 2.172530 -0.031784 1.794078 -0.01 -0.05 0.01 0.2234
H 1.996835 2.635751 2.600611 0.06 0.05 0.02 0.2438
N -2.708011 3.978897 1.591381 0.14 0.05 -0.02 -0.8646
C -3.916851 3.231919 1.192711 0.17 0.10 -0.03 -0.2262
C -3.473540 2.082239 0.304386 -0.07 -0.15 -0.04 -0.2411
N -4.503687 1.153123 -0.140457 -0.01 0.10 0.04 -0.8272
H -2.949924 4.859187 2.030833 -0.04 -0.01 0.03 0.3756
H -1.332279 4.238219 0.578082 0.06 -0.19 -0.11 0.5260
H -2.189904 3.441453 2.289936 0.02 0.01 -0.01 0.4078
H -4.586194 3.900315 0.648451 0.00 0.05 -0.02 0.1816
H -4.461990 2.851848 2.061855 -0.04 -0.02 0.04 0.1722
H -2.707116 1.525135 0.847401 -0.04 -0.08 -0.03 0.2105
H -2.978828 2.503789 -0.570647 0.02 -0.06 -0.07 0.1974
H -5.188936 1.612957 -0.726407 -0.02 0.02 0.01 0.3502
H -4.996510 0.740814 0.642208 0.02 0.00 0.02 0.3519
C 1.549336 -0.467427 -4.245785 -0.01 -0.06 0.06 -0.6297
C 1.255401 -1.499080 -3.188471 0.21 0.08 -0.09 0.0155
C 1.883300 -2.738444 -3.186936 -0.02 0.12 -0.07 -0.2622
C 1.635743 -3.679002 -2.182421 0.04 -0.05 0.08 0.0174
C 2.347188 -5.010081 -2.193671 -0.03 0.06 -0.02 -0.6296
C 0.758449 -3.385222 -1.151336 0.19 0.22 -0.15 -0.2543
C 0.071927 -2.158840 -1.149952 -0.53 -0.20 0.40 0.1578
C 0.307048 -1.258666 -2.204637 -0.23 0.39 0.25 -0.2243
N -0.832711 -1.674494 -0.229833 0.00 -0.10 -0.08 -0.5656
C -1.355850 -2.408068 0.935155 -0.02 0.12 0.06 0.1080
C -2.457083 -1.533846 1.537932 -0.06 0.11 0.02 -0.6250
C -0.272837 -2.643788 1.994019 0.02 -0.03 -0.06 -0.6243
C -2.029605 -3.721491 0.493111 0.09 0.10 -0.07 -0.6148
H 2.096901 -0.903131 -5.080703 -0.01 -0.01 0.01 0.2167
H 2.157460 0.339826 -3.830518 -0.01 -0.01 0.00 0.2190
H 0.630462 -0.022930 -4.631724 0.01 0.00 0.02 0.2195
H 2.566880 -2.985846 -3.992667 -0.02 0.01 0.04 0.2044
H 3.060025 -5.071639 -3.015200 0.00 0.00 0.01 0.2133
H 1.635671 -5.831208 -2.300931 0.01 0.02 0.00 0.2211
H 2.890540 -5.168749 -1.260237 -0.01 0.01 -0.01 0.2191
H 0.664236 -4.080568 -0.335245 -0.17 -0.11 0.06 0.2063
H -0.356714 -0.359810 -2.310062 -0.19 -0.26 -0.11 0.1857
H -2.058172 -0.575220 1.871543 -0.12 -0.17 0.00 0.2442
H -2.894632 -2.041687 2.400351 -0.01 -0.01 -0.02 0.2004
H -3.237059 -1.354964 0.792460 0.03 -0.01 0.04 0.2203
H 0.098285 -1.682418 2.357534 -0.02 -0.04 -0.01 0.2204
H 0.567907 -3.210062 1.588768 -0.02 0.02 0.06 0.2020
H -0.682588 -3.198317 2.841690 0.01 0.02 -0.01 0.2093
H -2.531513 -3.580521 -0.466031 0.00 0.01 0.04 0.2231
H -2.782364 -3.999762 1.232320 0.03 0.00 0.00 0.2124
H -1.345296 -4.559566 0.404616 0.17 -0.06 -0.08 0.2025